Record 1
46
Properties=species:S:1:pos:R:3:forces:R:3:mulliken_charge:R:1 method="wB97M-V/def2-TZVPD" relative_energy_kj_mol=42.8 lumo_energy_ev=-0.16 homo_ev=-8.0
N 3.366950 -1.527679 1.343259 0.8 -1.0 0.1 -0.271
H 3.858506 -0.744938 0.890141 -0.4 0.6 -1.0 0.399
H 3.407749 -2.348056 0.736204 0.1 0.4 -0.3 0.376
H 2.364006 -1.318450 1.479368 -0.3 0.2 0.7 0.239
H 3.877717 -1.797269 2.182216 -0.5 0.2 0.3 0.403
N 0.478319 0.163787 -0.401974 0.2 0.1 -1.4 0.169
H 1.399154 0.195945 -0.861769 0.4 0.0 -0.3 0.101
H 0.082487 1.099642 -0.383464 -0.2 0.0 0.2 0.569
H 0.612981 -0.248463 0.510021 -0.2 -0.1 0.9 0.122
H -0.079163 -0.492992 -0.983652 -0.1 0.0 -0.2 0.390
N 0.009720 -3.668618 0.200377 1.1 0.4 0.9 -0.104
H 0.897902 -4.160482 0.156119 -0.1 -0.2 -0.3 0.358
H -0.060238 -3.021248 -0.612042 -0.5 0.1 -0.9 0.119
H 0.063955 -3.022356 1.023399 -0.4 -0.3 0.0 0.221
H -0.746872 -4.329449 0.327639 -0.2 0.2 -0.2 0.377
C -0.892866 -0.200971 3.288704 -0.2 -0.8 0.7 -0.939
C -0.474035 -1.431231 2.495210 -1.4 -0.3 0.0 0.735
O 0.646366 -1.391801 1.874183 0.8 -0.1 -0.1 -1.055
O -1.266491 -2.385912 2.390946 0.7 0.4 0.2 -0.735
H -0.733146 0.687214 2.683020 0.0 0.2 0.3 0.171
H -0.390917 -0.186924 4.260857 0.7 0.3 -0.4 0.281
H -1.915439 -0.315018 3.649766 -0.2 0.1 -0.7 0.339
C -2.075941 -3.384298 -2.944159 -0.5 -1.6 -0.6 -1.004
C -0.632088 -2.960301 -2.725173 0.0 0.3 2.1 0.573
O -0.518272 -1.933372 -1.944469 0.1 0.1 0.1 -0.913
O 0.290410 -3.753900 -2.926917 -0.3 0.1 -0.7 -0.670
H -2.034767 -4.427489 -2.601513 -0.2 0.0 -0.1 0.302
H -2.436112 -3.478174 -3.970569 0.3 0.3 -0.1 0.326
H -2.869907 -2.941584 -2.347886 0.4 0.7 0.0 0.294
C 4.157322 2.004861 -2.140600 0.3 -0.5 -2.5 -1.044
C 3.560923 0.687470 -1.672803 -3.4 -0.4 -0.5 0.723
O 3.504432 0.424796 -0.440477 1.5 0.1 2.1 -0.914
O 2.786835 0.027804 -2.422095 1.3 0.9 -0.5 -0.729
H 5.195741 2.201447 -1.887574 -0.3 0.3 0.8 0.314
H 3.442871 2.830280 -2.127636 0.2 0.1 1.4 0.258
H 4.176845 1.986002 -3.242507 0.3 -0.7 0.0 0.352
C -3.851555 4.459026 0.112139 -1.3 -0.3 0.1 -0.361
C -3.251015 5.065012 1.330967 0.9 -0.5 0.8 0.275
O -1.976561 4.438980 1.399922 -0.1 -0.3 -0.1 -0.303
C -2.028757 3.299622 0.645521 0.7 0.8 -1.7 0.571
O -1.097027 2.628200 0.325477 0.1 -0.2 1.2 -0.610
O -3.216989 3.198759 0.039161 0.0 -0.3 0.0 -0.310
F -3.940065 4.641285 2.445074 -0.1 0.5 -0.2 -0.286
H -3.672863 5.028982 -0.800703 -0.1 0.0 0.1 0.312
H -4.904902 4.258765 0.315052 0.0 0.3 -0.4 0.272
H -3.115201 6.143096 1.333239 -0.1 0.0 0.2 0.307

Record 2
39
Properties=species:S:1:pos:R:3:forces:R:3:mulliken_charge:R:1 method="wB97M-V/def2-TZVPD" lumo_energy_ev=-1.94 homo_ev=-6.2
C 2.239219 0.312401 1.371936 0.0 0.1 0.3 -0.976
C 1.678088 1.731100 1.444592 0.4 -0.1 0.0 -0.197
O 0.947368 2.147650 0.324890 -0.2 -0.2 -0.3 -0.428
C -0.421568 1.654960 0.354603 1.0 -0.3 0.1 0.045
C -1.274205 2.365143 1.345830 -0.5 0.3 0.0 -1.095
P -3.037829 1.606950 1.496883 -0.2 -0.5 -1.5 -0.481
I -3.126068 2.245092 4.057368 -0.1 0.3 1.2 -0.491
C -2.345321 -0.127355 1.996310 0.2 0.3 -0.4 -0.892
C -2.457974 -1.102735 0.889514 0.0 -0.4 0.0 -0.068
N -2.479250 -2.353290 1.102266 -0.1 -0.6 -0.1 -0.736
H 2.487420 0.013501 2.383800 0.1 -0.2 0.3 0.400
H 3.172509 0.274894 0.820088 0.1 0.0 -0.5 0.286
H 1.523571 -0.418200 1.006773 -0.2 -0.1 -0.2 0.120
H 2.524895 2.401755 1.529040 0.2 0.3 0.0 0.427
H 1.120235 1.823534 2.371791 -0.4 0.1 0.1 0.208
H -0.779509 1.764866 -0.660514 -0.2 0.2 -0.3 0.202
H -0.350373 0.585880 0.550598 -0.2 -0.2 0.0 -0.027
H -0.830471 2.436717 2.327717 0.2 -0.2 0.2 0.415
H -1.405532 3.382892 0.992174 -0.2 0.3 0.0 0.350
H -3.639853 2.893531 1.244904 0.2 0.0 0.1 0.168
H -4.374955 1.038315 1.596941 0.1 0.0 0.2 0.188
H -3.002795 1.297478 0.070106 0.0 0.0 0.1 0.033
H -1.284978 -0.069547 2.235428 0.2 0.2 0.3 0.397
H -2.844328 -0.541971 2.860135 -0.2 0.1 0.3 0.476
H -2.509524 -0.751205 -0.138805 0.0 0.4 -0.2 0.411
H -2.567151 -2.839227 0.208308 0.0 -0.1 0.1 0.270
C 1.267324 0.055514 -3.093006 0.5 -0.1 -0.1 -1.129
C 1.234998 -1.103367 -2.161387 -1.2 0.7 0.4 0.600
O 0.376433 -1.386553 -1.403456 0.0 -0.2 0.0 -0.429
N 2.419865 -2.050193 -2.132920 0.2 -0.4 0.0 -0.119
C 2.079557 -3.389945 -2.732123 0.2 0.0 -0.1 -0.835
H 0.515459 0.769442 -2.769229 -0.1 -0.1 0.0 0.239
H 2.245945 0.539626 -3.077713 0.0 0.0 -0.1 0.428
H 1.047196 -0.278609 -4.109863 0.0 0.0 0.0 0.390
H 3.243458 -1.642867 -2.575084 0.1 0.0 0.1 0.396
H 2.584381 -2.202112 -1.133231 0.3 0.2 0.0 0.385
H 2.974206 -4.005024 -2.705431 0.0 0.0 0.0 0.368
H 1.755329 -3.243295 -3.758139 0.0 0.0 0.0 0.354
H 1.294229 -3.835747 -2.131093 -0.1 0.1 0.0 0.348

Record 3
37
Properties=species:S:1:pos:R:3:forces:R:3:mulliken_charge:R:1 method="wB97M-V/def2-TZVPD" relative_energy_kj_mol=140.5 lumo_energy_ev=-3.00 charge=+1 homo_ev=-12.7
C -0.768094 -0.964388 -1.085863 -0.9 0.4 -1.1 0.669
C 1.856882 0.632451 3.618265 0.5 -0.5 -1.5 -1.186
C 2.677704 3.092748 0.650339 -2.0 -0.5 0.6 -1.250
C -0.588933 0.437740 -3.105982 -2.9 4.0 2.5 -1.085
C -2.353137 -1.287371 -2.895937 0.0 -1.1 0.7 -1.128
C -2.823433 -1.556232 0.012425 -1.8 3.0 1.8 -1.170
C -0.747592 -2.437279 0.793012 -0.1 -2.6 1.7 -1.164
C 0.863050 0.310784 2.431716 1.2 -1.2 1.3 -0.390
C 1.366871 2.251706 0.216482 1.0 0.9 -0.8 -0.255
N -1.373315 -0.419991 -2.225284 0.2 -2.2 0.5 0.107
N -1.456367 -1.659023 -0.151275 2.8 1.0 -2.0 0.270
N 0.508815 -0.813674 -0.955784 2.2 1.0 3.4 -0.661
Si 1.681378 0.478038 0.728388 -2.4 0.2 -0.8 0.508
H 1.518566 0.720976 4.623537 -1.4 0.5 0.5 0.386
H 2.473903 -0.261279 3.744519 0.7 0.4 -0.5 0.336
H 2.395962 1.525566 3.355094 0.8 0.2 0.4 0.212
H 2.346577 4.113952 0.554761 0.0 0.5 0.3 0.385
H 2.806782 2.867170 1.735290 0.6 0.4 -0.9 0.287
H 3.550287 3.048976 0.036237 0.6 -0.8 -0.2 0.369
H -0.051512 1.126361 -2.421714 0.1 -0.4 -0.6 0.275
H 0.009374 0.159794 -3.900961 1.3 -1.8 -1.3 0.415
H -1.356283 1.146450 -3.556141 0.8 -0.9 0.3 0.382
H -3.332044 -0.826738 -2.990365 -0.2 -0.1 0.5 0.324
H -2.044017 -1.448369 -3.905937 0.5 -0.3 -0.7 0.392
H -2.369160 -2.305967 -2.378252 -0.3 1.5 -0.8 0.345
H -3.266088 -2.468851 -0.244754 -1.3 -1.2 0.1 0.408
H -3.038644 -1.125074 1.055682 0.0 -1.4 -1.1 0.327
H -3.197690 -0.729840 -0.590998 -0.1 -0.4 -0.3 0.368
H -0.810285 -1.975398 1.775102 -0.4 -0.2 0.3 0.349
H -1.111037 -3.521087 0.833542 -0.3 1.5 0.1 0.319
H 0.297249 -2.634559 0.671623 0.6 0.7 -1.0 0.402
H -0.058233 0.849754 2.516104 -0.4 0.7 -0.4 0.485
H 0.630189 -0.693701 2.727316 -0.5 -0.8 -0.6 0.231
H 1.239844 2.257404 -0.917210 -0.1 0.5 1.5 0.142
H 0.583248 2.865863 0.776520 0.4 -1.6 -1.1 0.358
H 0.942134 -0.754555 -1.831125 1.0 0.6 -1.2 0.293
H 2.997049 -0.002357 0.301625 0.0 -0.2 0.3 -0.052

Record 4
36
Properties=species:S:1:pos:R:3:forces:R:3:mulliken_charge:R:1 method="wB97M-V/def2-TZVPD" smiles="COC[C@@H](C)N.C=CC[PH3]CC" lumo_energy_ev=0.96 homo_ev=-8.3
C -4.158289 -0.395296 2.429648 0.1 0.3 -0.2 -0.659
O -2.770974 -0.098898 2.485173 0.1 -0.6 0.3 -0.359
C -1.932462 -1.233565 2.726717 0.2 0.3 -0.2 -0.717
C -1.594906 -2.052454 1.460221 -0.4 0.2 -0.1 0.400
C -2.737773 -2.951664 0.993923 0.0 -0.3 0.0 -1.431
N -1.188565 -1.182720 0.346303 0.0 0.2 0.3 -0.664
H -4.437565 -1.195709 3.121639 0.1 0.0 -0.1 0.303
H -4.443654 -0.655641 1.408452 -0.2 -0.2 0.1 0.225
H -4.709172 0.507797 2.705337 0.1 -0.1 0.0 0.251
H -0.995361 -0.825935 3.122391 -0.1 0.1 -0.1 0.344
H -2.352273 -1.866411 3.517157 -0.2 0.0 -0.1 0.433
H -0.751205 -2.707762 1.708427 0.0 0.2 0.1 0.377
H -3.542844 -2.394022 0.509835 0.1 0.0 0.1 0.278
H -2.372701 -3.683787 0.264705 0.0 0.2 0.1 0.362
H -3.164506 -3.509156 1.835662 0.0 0.1 -0.1 0.349
H -0.369612 -0.645776 0.634963 -0.1 -0.1 -0.2 0.164
H -1.916192 -0.470226 0.236815 0.2 -0.3 0.0 0.334
C 1.184179 2.107036 1.781311 2.5 -2.6 -1.7 -0.613
C 2.242814 1.480341 0.940050 -2.1 2.4 1.6 0.015
C 3.122751 2.273157 -0.222164 0.2 0.5 3.3 -0.722
P 2.883780 1.474950 -1.943341 0.6 -0.5 0.1 0.248
C 2.855440 0.563908 -3.626362 -0.4 -1.1 -2.0 -0.623
C 1.396054 0.561022 -4.373333 0.3 -1.2 -0.7 -0.953
H 0.461844 1.363000 2.368222 1.9 1.9 -1.1 0.077
H 1.044002 3.257651 1.962233 0.2 -2.5 -0.9 0.254
H 2.523617 0.336157 1.110868 -1.0 2.5 -0.6 0.281
H 4.263299 2.132794 0.099586 -2.2 0.2 -0.9 0.319
H 2.919154 3.449204 -0.211971 0.2 -2.5 0.0 0.327
H 3.950895 2.334873 -2.428770 -0.4 -0.2 0.2 -0.016
H 1.506725 1.915424 -2.060414 0.6 -0.2 0.1 -0.001
H 3.150812 0.180405 -1.304200 -0.2 0.6 -0.2 -0.055
H 3.657098 1.000582 -4.388544 -1.6 -0.9 1.7 0.332
H 3.124862 -0.575966 -3.415935 -0.4 2.4 -0.6 0.287
H 0.634658 -0.123962 -3.763984 1.5 1.8 -1.3 0.254
H 1.558490 0.007628 -5.417864 -0.5 1.2 2.2 0.296
H 0.957577 1.623021 -4.612755 0.9 -2.0 0.7 0.305

Record 5
36
Properties=species:S:1:pos:R:3:forces:R:3:mulliken_charge:R:1 method="wB97M-V/def2-TZVPD" relative_energy_kj_mol=717.7 lumo_energy_ev=0.60 homo_ev=-8.6
C 25.213950 -2.937910 22.685430 0.9 1.8 -0.6 -1.474
C 25.972450 -4.219090 22.971140 1.8 2.7 0.6 0.463
C 27.442780 -3.982260 23.520710 -0.5 0.7 -2.3 -1.463
O 25.241760 -4.847640 23.949570 1.2 8.0 -4.3 -1.122
H 25.364680 -2.079990 23.340670 0.4 -0.5 1.2 0.386
H 24.127260 -3.022870 22.684150 0.1 -0.5 -0.7 0.369
H 25.656170 -2.424960 21.831370 -0.6 -0.4 -0.9 0.424
H 25.997410 -4.787140 22.041200 -0.1 -0.5 0.3 0.343
H 27.480060 -3.316990 24.383330 -0.1 -0.3 0.1 0.362
H 27.928530 -3.436820 22.711610 0.2 0.3 -0.1 0.548
H 28.056610 -4.878630 23.609250 -0.6 0.1 0.3 0.197
H 24.980820 -4.256040 24.659160 0.8 0.2 -0.1 0.616
C 23.574200 -8.000660 25.564530 -1.1 1.0 -1.0 -1.457
C 23.786280 -6.773330 24.571710 0.6 -0.5 2.4 0.296
C 23.388390 -5.408350 25.126000 -3.1 0.5 -0.1 -0.879
O 25.186260 -6.702370 24.457600 -1.5 -7.9 -1.4 -0.735
H 24.001240 -8.845820 25.024680 -0.3 -0.2 0.2 0.343
H 22.501250 -8.105200 25.725620 -0.1 -0.3 -0.1 0.421
H 24.085250 -7.912400 26.523250 -0.5 0.2 -0.3 0.341
H 23.264610 -7.053550 23.656590 0.1 0.4 -0.3 0.321
H 22.303770 -5.303060 25.150740 -0.2 -0.2 0.6 0.516
H 23.684690 -4.615880 24.438760 -2.3 -0.7 0.4 0.229
H 23.840050 -5.109640 26.071980 -0.7 -0.7 0.0 0.200
H 25.470600 -5.945280 23.940340 0.4 -1.8 0.1 0.618
C 28.001010 -6.911760 25.299100 -1.1 0.8 0.7 -1.113
C 26.927380 -6.493760 26.506540 1.3 -1.7 -1.7 0.155
C 26.317350 -5.093630 26.403890 0.5 1.0 0.1 -0.757
O 25.903250 -7.479400 26.407650 2.9 -0.2 4.4 -0.758
H 28.775210 -7.640010 25.540690 0.0 0.3 0.7 0.403
H 28.448090 -6.045280 24.811810 0.3 -0.2 0.5 0.187
H 27.446360 -7.434730 24.520040 -0.3 0.2 0.1 0.279
H 27.451300 -6.597080 27.456760 -0.2 -0.1 0.0 0.550
H 26.757320 -4.325680 27.040110 0.3 -0.3 0.5 0.515
H 25.260140 -5.142320 26.664730 0.7 -0.1 0.4 0.156
H 26.377760 -4.623360 25.422400 0.5 -0.7 1.0 -0.092
H 25.524790 -7.227410 25.562150 0.1 -0.3 -0.8 0.612